Record 1
12
Properties=species:S:1:pos:R:3:nbo_charge:R:1 method="wB97M-V/def2-TZVPD" total_charge=0 smiles=CO.CS largest_force_ev_per_a=0.97 relative_energy_kj_mol=77.5
C -0.871 -1.522 1.599 -0.254
O 0.318 -1.715 0.806 -0.728
H -0.610 -0.806 2.379 0.184
H -1.677 -1.136 0.972 0.174
H -1.108 -2.449 2.131 0.165
H 0.033 -2.038 -0.053 0.461
C 0.834 1.291 -1.628 -0.732
S 0.221 1.780 0.009 -0.040
H 1.759 0.730 -1.493 0.223
H 0.998 2.166 -2.245 0.224
H 0.133 0.648 -2.160 0.208
H -0.029 3.052 -0.319 0.115

Record 2
12
Properties=species:S:1:pos:R:3:nbo_charge:R:1 method="wB97M-V/def2-TZVPD" total_charge=0 smiles=CSC.O largest_force_ev_per_a=4.85 relative_energy_kj_mol=131.8
C 1.565 0.613 0.878 -0.735
S -0.212 1.155 0.857 0.185
C -1.022 -0.287 1.427 -0.784
H 1.896 -0.129 1.669 0.223
H 2.165 1.568 0.961 0.227
H 1.697 0.194 -0.126 0.221
H -1.258 -0.250 2.472 0.219
H -1.839 -0.494 0.646 0.237
H -0.272 -1.373 1.464 0.208
O -0.137 -1.912 -3.427 -0.933
H -0.224 -2.426 -4.268 0.467
H -0.936 -2.230 -2.938 0.466